The following is a quantum chemistry calculation of C18H19NO4V as an isolated structure in a non-equilibrium geometry, from OMol25.

Computed properties:
HOMO (alpha / beta)	-0.257 / -0.325	hartree
calculated total energy	-54342.1417	eV
multiplicity	4
charge	0
HOMO-LUMO gap (alpha / beta)	7.4 / 9.1	eV

```
43
Properties=species:S:1:pos:R:3:forces:R:3:mulliken_charge:R:1
V 1.21231 1.44468 1.33352 -0.276 0.607 0.584 0.895
O 0.15480 -1.29883 0.07823 0.086 -0.008 -0.050 -0.664
C -0.89747 -0.45915 -0.41330 -0.208 0.095 -0.210 2.438
C -0.38197 0.95748 -0.03057 -0.166 0.654 -1.017 0.557
O -0.88176 1.55867 0.96290 0.442 -0.558 -0.531 -0.642
O 0.68141 1.43882 -0.62166 -1.025 -0.848 0.524 -0.774
C -1.10516 -0.74931 -1.91217 0.001 -0.011 0.091 -0.409
C -2.04425 -1.72731 -2.24401 -0.042 -0.116 -0.035 -0.231
C -2.23190 -2.13682 -3.55676 0.051 0.052 0.056 -0.792
C -1.47723 -1.57010 -4.57189 0.013 0.028 0.048 -0.398
C -0.53429 -0.60206 -4.25598 0.031 0.028 0.018 -0.678
C -0.33794 -0.19625 -2.94131 -0.195 -0.112 0.157 -0.442
C -2.17915 -0.70369 0.37124 -0.009 0.106 0.025 -0.679
C -2.19443 -1.52546 1.48330 -0.146 -0.044 0.064 -0.059
C -3.37404 -1.70116 2.20577 0.041 0.042 -0.080 -0.901
C -4.53338 -1.05023 1.81818 0.000 0.036 -0.063 -0.333
C -4.51656 -0.21634 0.70217 0.073 -0.064 0.056 -0.968
C -3.34502 -0.04658 -0.01268 -0.056 0.064 0.055 0.109
H 0.28213 -2.00854 -0.55999 0.046 -0.006 0.005 0.496
H -2.64706 -2.17222 -1.46202 0.032 -0.007 -0.080 0.417
H -2.97332 -2.89382 -3.77804 0.014 -0.001 -0.012 0.386
H -1.62219 -1.88127 -5.59870 0.013 0.023 0.004 0.387
H 0.06166 -0.15332 -5.04098 -0.003 -0.003 0.010 0.399
H 0.40471 0.54671 -2.71381 0.129 0.155 0.087 0.481
H -1.28443 -2.02255 1.78716 -0.003 -0.007 0.018 0.453
H -3.38020 -2.34575 3.07566 0.010 0.003 -0.005 0.412
H -5.44983 -1.18360 2.37877 0.013 -0.012 0.009 0.399
H -5.41474 0.30181 0.39138 -0.007 -0.010 0.024 0.397
H -3.33426 0.60626 -0.87898 0.007 -0.016 0.019 0.423
C 0.34367 1.53215 4.21023 0.444 0.079 -0.470 -0.679
O 1.29678 1.62534 3.16321 -0.209 -0.119 0.759 -0.677
H 0.69230 2.09559 5.07804 0.027 0.070 0.065 0.254
H 0.20970 0.49423 4.52339 0.010 -0.098 -0.004 0.249
H -0.63583 1.92311 3.92483 -0.059 0.032 -0.118 0.245
C 6.35892 2.09906 -0.26738 -0.015 0.072 -0.022 -1.054
C 5.79029 1.11610 0.75335 -0.360 -0.068 0.069 -0.232
C 4.33307 1.22425 0.91629 0.561 -0.024 -0.072 0.003
N 3.20106 1.30198 1.05961 0.679 0.013 0.012 -0.265
H 7.41677 1.88794 -0.41148 0.012 0.039 0.006 0.318
H 6.25239 3.12633 0.07698 -0.002 -0.009 0.002 0.318
H 5.85738 2.00979 -1.22944 -0.008 -0.045 0.013 0.326
H 6.22505 1.26807 1.74148 0.058 0.013 0.003 0.255
H 6.00200 0.08598 0.46547 -0.003 -0.026 -0.015 0.262
```
Forces are in eV/Å.

=====

The following is a quantum chemistry calculation of one molecule with the formula C18H19NO7S in a non-equilibrium geometry, from OMol25.

Computed properties:
HOMO	-0.296	hartree
calculated total energy	-45631.1972	eV
multiplicity	1
SMILES	CCOC(=O)COc1ccc(S(=O)(=O)Nc2ccc3c(c2)OCCO3)cc1
charge	0
HOMO-LUMO gap	8.7	eV

```
46
Properties=species:S:1:pos:R:3:forces:R:3:mulliken_charge:R:1
C -1.82299 -3.76410 0.39322 -0.142 0.385 -0.091 -1.255
C -1.76544 -2.39571 -0.26735 0.278 -0.410 -0.261 -0.050
H -0.84326 -1.86867 -0.01275 -0.120 -0.029 -0.054 0.162
H -1.85706 -2.49233 -1.35379 0.075 0.079 0.152 0.360
O -2.81723 -1.54859 0.20832 -0.037 0.027 0.366 -0.220
C -3.97779 -1.58648 -0.42947 -0.211 0.166 -0.010 0.580
O -4.23661 -2.28495 -1.37261 -0.078 -0.041 -0.008 -0.606
C -4.98564 -0.60578 0.17800 -0.044 -0.172 -0.183 -0.509
O -4.41987 0.33590 1.05394 0.091 0.142 0.117 -0.493
C -3.42451 1.13727 0.59578 0.232 0.301 -0.067 0.527
C -3.06647 1.26941 -0.74515 -0.242 -0.056 0.144 -0.366
C -1.99291 2.07096 -1.09062 0.058 0.097 -0.046 -0.205
C -1.28765 2.73783 -0.11007 0.519 0.269 -0.375 0.041
C -1.66266 2.65632 1.21843 -0.153 -0.061 0.114 -0.623
C -2.73203 1.86142 1.57161 -0.102 -0.078 -0.101 -0.965
H -3.04335 1.76075 2.59869 -0.010 -0.007 0.132 0.450
H -1.10445 3.20767 1.95726 0.032 0.013 0.192 0.425
S 0.18038 3.64912 -0.54420 0.320 -0.054 0.357 1.448
O 0.46511 3.45693 -1.93460 -0.185 -0.323 0.134 -0.646
O 0.10958 4.98341 -0.02835 -0.051 -0.071 0.277 -0.756
N 1.33890 2.90068 0.42118 -0.594 0.866 -0.218 -0.200
C 1.95834 1.69504 0.11037 0.231 -0.846 -0.259 0.880
C 3.22776 1.41623 0.60262 -0.118 -0.001 -0.066 -0.958
C 3.83895 0.19834 0.33966 -0.132 -0.125 -0.038 0.288
C 3.18577 -0.74937 -0.45273 0.055 0.066 -0.006 0.532
C 1.91403 -0.46849 -0.93264 0.271 -0.009 0.148 -1.248
C 1.29648 0.73333 -0.64892 0.107 -0.049 0.002 -0.114
H 0.31429 0.93968 -1.03561 -0.068 -0.112 -0.079 0.248
H 1.42414 -1.21312 -1.53951 -0.064 -0.094 -0.108 0.524
O 3.76697 -1.95285 -0.77970 -0.357 0.091 0.044 -0.456
C 5.16000 -1.96249 -0.56386 0.425 0.163 0.293 -0.467
C 5.48167 -1.37891 0.81131 -0.001 -0.536 -0.257 -0.435
H 6.55461 -1.39211 1.00819 -0.093 -0.054 -0.021 0.345
O 5.07974 -0.02785 0.87558 -0.236 0.369 -0.104 -0.468
H 4.95750 -1.96155 1.58137 0.082 0.068 -0.055 0.283
H 5.47875 -3.00315 -0.63730 0.038 0.106 0.019 0.337
H 5.66453 -1.36530 -1.33585 -0.042 -0.085 0.047 0.293
H 3.76197 2.13562 1.20306 0.095 0.110 0.109 0.378
H 1.90426 3.56658 0.92365 -0.104 0.249 -0.014 0.253
H -1.68089 2.17616 -2.11820 -0.003 -0.068 -0.135 0.553
H -3.59966 0.74254 -1.52099 -0.054 -0.048 -0.079 0.422
H -5.69187 -1.18061 0.78548 0.096 0.060 -0.159 0.362
H -5.54620 -0.13317 -0.63921 0.139 -0.101 0.093 0.325
H -0.97675 -4.35988 0.06437 0.097 -0.094 -0.021 0.393
H -1.78612 -3.66088 1.47480 0.037 -0.031 0.094 0.307
H -2.74233 -4.27482 0.11658 -0.037 -0.071 -0.019 0.326
```
Forces are in eV/Å.

=====

The following is a quantum chemistry calculation of C18H19O6SW as an isolated structure, from OMol25.

Computed properties:
HOMO (alpha / beta)	-0.637 / -0.637	hartree
calculated total energy	-43889.2285	eV
multiplicity	3
charge	+3
HOMO-LUMO gap (alpha / beta)	4.9 / 4.7	eV

```
45
Properties=species:S:1:pos:R:3:forces:R:3:mulliken_charge:R:1
W 1.51026 0.50133 0.71620 0.079 0.162 -0.914 1.850
O 3.91800 3.23607 -1.37327 -0.136 -0.133 0.100 -0.326
C 3.45656 2.23482 -0.74013 0.223 0.158 -0.076 0.520
O 2.28397 2.15185 -0.29853 -0.083 -0.194 0.028 -0.677
C 4.40923 1.09922 -0.51136 -0.097 -0.066 0.035 -0.265
O 3.63311 0.13969 0.23364 0.054 0.008 0.243 -0.501
C 4.36374 -0.88126 0.98093 -0.078 0.136 -0.147 -0.074
C 3.40433 -1.43853 2.01127 0.235 -0.154 -0.131 0.257
O 3.54638 -2.29836 2.77131 -0.068 0.080 0.049 -0.271
O 2.13805 -0.70836 1.89790 -0.231 -0.201 0.174 -0.345
H 3.28530 3.97309 -1.50234 0.031 0.040 -0.031 0.430
H 4.74364 0.67725 -1.46301 0.008 -0.002 0.003 0.411
H 5.27408 1.43995 0.06522 -0.009 0.020 -0.006 0.452
H 4.67770 -1.67277 0.29935 0.016 -0.022 0.032 0.358
H 5.22707 -0.43355 1.47550 -0.005 -0.010 0.046 0.421
O -0.06261 0.77345 -0.25059 0.236 0.206 0.414 -0.439
S -1.44863 1.55614 -0.61504 0.068 -0.137 -0.033 0.401
C -2.50092 0.16419 -1.08738 -0.019 -0.007 0.018 -0.974
C -1.86940 -0.52296 -2.26377 -0.054 -0.007 0.128 0.340
C -1.97250 0.01793 -3.54170 0.036 -0.042 -0.060 -0.344
C -1.40338 -0.65305 -4.61441 -0.027 0.033 0.025 -0.679
C -0.74154 -1.85689 -4.40866 0.016 -0.020 -0.022 -0.467
C -0.64118 -2.39698 -3.13249 -0.008 0.016 0.045 -0.809
C -1.20023 -1.72727 -2.05310 0.039 -0.018 -0.080 -0.225
C -1.93836 2.01332 1.07099 0.028 0.145 0.027 -1.037
C -2.12715 0.87852 2.02025 -0.223 -0.167 0.106 0.376
C -3.41237 0.60258 2.48083 -0.008 0.014 -0.003 -0.298
C -3.64062 -0.41609 3.39959 -0.061 0.056 -0.038 -0.829
C -2.59161 -1.18476 3.86935 0.165 -0.096 0.042 -0.442
C -1.29455 -0.94380 3.41729 -0.282 0.027 0.016 -1.139
C -1.09510 0.08262 2.51707 0.465 -0.243 -0.152 0.870
H -3.45217 0.65895 -1.31549 -0.011 -0.022 -0.036 0.676
H -2.61200 -0.46545 -0.20341 -0.026 -0.001 -0.017 0.529
H -2.52136 0.93746 -3.71217 -0.006 0.006 0.007 0.436
H -1.50015 -0.25042 -5.61340 0.000 -0.002 0.000 0.433
H -0.32359 -2.38945 -5.25251 0.000 0.000 0.003 0.439
H -0.15876 -3.35393 -2.98440 -0.002 0.000 -0.009 0.454
H -1.17104 -2.17119 -1.06316 -0.013 0.001 0.001 0.518
H -2.86321 2.57924 0.91364 0.002 -0.013 0.020 0.596
H -1.17755 2.74053 1.36990 0.007 0.009 -0.003 0.448
H -4.24530 1.20582 2.13881 -0.001 -0.003 0.002 0.427
H -4.64690 -0.59946 3.75104 -0.001 0.002 0.003 0.444
H -2.76845 -1.97104 4.59086 -0.013 0.003 -0.002 0.436
H -0.46659 -1.53749 3.77937 0.011 0.000 0.005 0.497
H -0.02418 0.20908 2.23001 -0.257 0.436 0.191 0.123
```
Forces are in eV/Å.

=====

Question: Among the records above, which one has the highest calculated total energy?
Answer: C18H19O6SW